[1]
{
  "formula": "C6H6N2OS2",
  "method": "ωB97M-V/def2-TZVPD",
  "lumo_energy_ev": 0.619,
  "homo_ha": -0.301,
  "orbital_gap_ha": 0.32327,
  "multiplicity": 1,
  "elements": ["C", "C", "C", "C", "C", "C", "N", "N", "O", "S", "S", "H", "H", "H", "H", "H", "H"],
  "positions_angstrom": [[-0.71150, -1.53113, -0.55588], [0.63471, 0.14652, -0.24645], [-0.66410, 0.55643, -0.06660], [-2.82450, -0.22438, -0.09872], [-3.05565, 1.03702, 0.30804], [3.15678, -0.27375, 0.47600], [0.51842, -1.15320, -0.66129], [-1.47938, -0.50213, -0.22890], [2.09667, 2.10784, 0.77870], [-1.57791, 1.98316, 0.38630], [2.16251, 1.05900, -0.30538], [-1.27226, -2.37798, -0.96993], [-3.48905, -0.86124, -0.64959], [-4.04841, 1.44977, 0.38706], [4.12667, -0.11912, -0.18815], [2.98511, -1.29683, 0.17784], [3.44192, 0.00001, 1.45694]],
  "forces_ev_per_a": [[-1.0, -1.5, -1.6], [-1.4, -0.5, -0.7], [0.4, 2.5, 1.2], [-0.4, 0.5, -0.4], [0.3, -0.4, -0.6], [3.1, 0.8, -4.1], [2.1, -1.0, 0.2], [-0.7, 1.4, 0.4], [-0.2, -0.5, -1.1], [-0.1, -0.4, 0.4], [-0.2, -0.3, 2.0], [1.1, -0.2, 0.4], [-0.5, -0.4, 0.6], [0.2, 0.3, 0.0], [-1.3, -0.1, 1.6], [-1.0, -0.2, 0.5], [-0.3, 0.0, 1.1]]
}


[2]
{
  "formula": "C6H6N2S",
  "method": "ωB97M-V/def2-TZVPD",
  "lumo_energy_ev": 0.063,
  "homo_ha": -0.343,
  "orbital_gap_ha": 0.34507,
  "multiplicity": 1,
  "elements": ["C", "C", "C", "S", "C", "N", "C", "C", "N", "H", "H", "H", "H", "H", "H"],
  "positions_angstrom": [[1.81898, -0.33962, 0.88251], [1.09607, 0.87983, 0.09389], [-0.36345, 0.64546, -0.12233], [-1.69657, 1.77536, 0.13387], [-2.80661, 0.56553, -0.31933], [-2.32024, -0.60699, -0.58416], [-0.95729, -0.60202, -0.62137], [-0.13509, -1.67241, -1.02758], [0.61494, -2.53551, -1.20755], [1.02338, -0.69332, 1.63198], [2.70343, 0.20663, 1.47634], [2.07913, -1.17613, 0.16705], [1.54916, 0.97343, -0.84247], [1.20263, 1.89194, 0.77277], [-3.80847, 0.68782, -0.43362]],
  "forces_ev_per_a": [[-0.5, 1.9, 0.9], [-0.2, 1.0, 3.8], [-2.0, -2.3, -1.3], [1.5, -0.9, -0.2], [2.3, -1.3, 0.2], [0.3, -0.2, -1.2], [0.7, 4.2, 2.2], [0.6, -1.5, 0.2], [-0.7, 0.7, -0.2], [1.5, 0.2, -0.9], [-1.7, -1.9, -1.4], [0.1, 1.2, 1.2], [0.9, 0.6, -1.4], [0.0, -2.4, -1.9], [-2.7, 0.8, 0.1]]
}


Sequential relative energy (zero: lowest compared OMol25 entry of this formula, charge and spin) output: 0.0; 15.0 kcal/mol